11
Properties=species:S:1:pos:R:3 method="wB97M-V/def2-TZVPD" orbital_gap_ev=9.74 homo_ev=-9.4 e_lumo_ha=0.01370
B 0.8567 0.1871 -0.0654
C 3.8008 -0.0694 0.1187
C 2.5751 -0.1191 0.0164
C -1.0761 -0.5191 -0.2107
O 0.7449 1.4656 -0.0506
O -1.7317 0.6814 0.1723
H 4.8011 -0.4645 0.1380
H -1.3860 -0.8881 -1.1703
H -0.9790 -1.2788 0.5722
H -0.1649 1.8717 -0.3919
H -1.3358 0.7931 1.0857



11
Properties=species:S:1:pos:R:3 method="wB97M-V/def2-TZVPD" orbital_gap_ev="7.87 / 8.23" homo_ev="-9.6 / -9.7" e_lumo_ha="-0.06373 / -0.05480"
B -1.1227 -0.0085 -0.0957
C 2.8371 -0.0443 0.7059
C 1.9179 0.0831 -0.0445
C -0.3086 0.1486 -1.3958
O -1.4848 1.1216 0.5684
O -1.4845 -1.2659 0.2776
H 3.6997 -0.1276 1.3128
H -0.0140 -0.6986 -1.9898
H -0.0565 1.1145 -1.7962
H -1.9877 1.0232 1.3759
H -1.9958 -1.3461 1.0816



13
Properties=species:S:1:pos:R:3 method="wB97M-V/def2-TZVPD" multiplicity=2 orbital_gap_ev="4.78 / 9.44" homo_ev="-4.9 / -9.5" e_lumo_ha="-0.00361 / -0.00260" s2=0.75
O 0.3052 -1.2839 0.2655
C -0.9743 0.1144 -0.6509
C 0.8078 -0.3822 1.2307
O -2.2093 -0.1801 -0.5952
O -0.5217 1.1968 0.0130
C 0.7478 1.0229 0.6539
H 1.8482 -0.6514 1.4552
H 0.1711 -0.4246 2.1311
H 1.5473 1.1703 -0.0873
H 0.7913 1.7772 1.4467
Ba -2.7255 -0.9999 -3.1397
O -0.3443 -0.2679 -1.7820
H 0.5564 -1.0917 -0.9410



12
Properties=species:S:1:pos:R:3 method="wB97M-V/def2-TZVPD" orbital_gap_ev="5.88 / 7.68" total_charge=+2 homo_ev="-18.5 / -19.1" e_lumo_ha="-0.46305 / -0.41987"
H 0.8203 -0.8634 -1.1688
C 1.2389 -0.4521 -0.2253
C 0.2501 -0.7290 0.8454
O -1.1568 -0.7182 0.4120
C -1.6632 0.4506 0.2415
O -2.8676 0.3637 -0.2344
Bi 0.0601 1.8145 0.6957
O 1.3670 0.9286 -0.5288
H 2.2142 -0.7221 0.2280
H 2.4497 -0.2305 -1.5871
H 0.4618 -1.0699 1.8578
H -3.1747 1.2279 -0.5360



13
Properties=species:S:1:pos:R:3 method="wB97M-V/def2-TZVPD" multiplicity=2 orbital_gap_ev="5.04 / 8.57" total_charge=+1 homo_ev="-12.0 / -15.2" e_lumo_ha="-0.25504 / -0.24486" s2=0.76
C 6.4067 -3.4334 1.2192
C 7.1137 -2.5681 2.2156
O 6.7027 -1.2968 2.3054
Bi 5.1962 -0.2460 2.8406
H 6.9497 -4.3770 1.0678
H 5.3733 -3.6343 1.5500
H 6.2837 -2.9252 0.2411
H 8.1992 -2.7141 2.3446
H 4.6421 -2.2948 4.8684
O 4.5296 -1.2929 4.5749
C 3.2646 -0.7187 4.4334
O 3.3366 0.1686 3.5201
O 2.3617 -1.0300 5.1793



11
Properties=species:S:1:pos:R:3 method="wB97M-V/def2-TZVPD" orbital_gap_ev=9.66 homo_ev=-9.3 e_lumo_ha=0.01467
C 0.4189 -0.3347 0.0232
C -0.8741 0.3375 -0.2587
C -2.5370 -0.5045 0.5950
Cl -2.5055 -0.5514 2.3628
Br -2.4656 -2.1974 -0.2368
Br -3.8373 0.6664 0.0244
H 1.3220 0.1950 -0.5707
H 0.3000 -1.5179 -0.1838
H 0.6066 -0.1331 1.1505
H -1.3224 0.0824 -1.2373
H -1.1062 1.3592 0.0446



11
Properties=species:S:1:pos:R:3 method="wB97M-V/def2-TZVPD" orbital_gap_ev=9.51 homo_ev=-9.6 e_lumo_ha=-0.00197
C 0.1695 -0.5059 -1.0515
C 0.1472 0.4620 -0.1647
C 0.1142 0.2358 1.2410
P 1.9472 0.6120 1.3758
Br 2.1319 0.9485 3.6736
Br 2.7860 -1.4310 1.2779
H 0.2248 -0.5725 -2.0747
H 0.3467 -1.4925 -0.6625
H 0.1106 1.5444 -0.4815
H -0.4194 1.1041 1.7358
H -0.2362 -0.6902 1.6229



12
Properties=species:S:1:pos:R:3 method="wB97M-V/def2-TZVPD" orbital_gap_ev=9.70 homo_ev=-9.5 e_lumo_ha=0.00624
C 2.0343 -1.4905 -0.9829
C -2.3331 1.6003 0.6913
C 1.4039 -0.3422 -0.3267
O 0.9336 0.6455 -0.7870
Br -2.8136 1.3449 2.5529
I -2.6693 -0.1167 -0.5082
I 1.1552 -0.8339 1.7734
H 1.6217 -2.3822 -0.5025
H 1.8103 -1.5206 -2.0293
H 3.0815 -1.2173 -0.7657
H -2.9982 2.3718 0.3508
H -1.2263 1.9408 0.5339



Energy above the lowest of the compared OMol25 structures with the same formula, charge and spin for every record listed, in sequence, given in eV: 4.7364; 4.5802; 0.8747; 5.8476; 2.5463; 2.3766; 0.2396; 0.0000.